{"formula": "C27H30As2N3O17P2Rh", "method": "ωB97M-V with the def2-TZVPD basis set", "symbols": ["Rh", "O", "C", "C", "C", "C", "C", "C", "C", "O", "N", "N", "C", "C", "C", "C", "C", "C", "N", "H", "H", "H", "H", "H", "H", "H", "H", "H", "H", "O", "P", "O", "O", "O", "P", "O", "O", "O", "H", "H", "C", "O", "C", "O", "C", "C", "As", "C", "C", "C", "As", "C", "C", "O", "O", "C", "C", "O", "O", "C", "C", "O", "O", "C", "H", "H", "H", "H", "H", "H", "H", "H", "H", "H", "H", "H", "H", "H", "H", "H", "H", "H"], "coordinates": [[0.2331, -0.3918, -0.9814], [2.3553, 3.1581, 2.5101], [1.4937, 4.0045, 1.9182], [1.7871, 5.3685, 1.9686], [0.9488, 6.2920, 1.3801], [-0.1962, 5.8814, 0.7071], [-0.4971, 4.5388, 0.6460], [0.3260, 3.5839, 1.2502], [-0.0702, 2.1744, 1.0966], [-1.1168, 1.8065, 0.5834], [0.8330, 1.2559, 1.6211], [0.6944, 0.0477, 1.2295], [1.1123, -1.0337, 1.8044], [0.8553, -2.2566, 1.1128], [0.9307, -3.5030, 1.7467], [0.5306, -4.6320, 1.0678], [0.0706, -4.4960, -0.2388], [0.0411, -3.2459, -0.8231], [0.4327, -2.1491, -0.1741], [1.9958, 2.2462, 2.4130], [2.6918, 5.6726, 2.4723], [1.1900, 7.3412, 1.4391], [-0.8350, 6.6050, 0.2250], [-1.3624, 4.1811, 0.1081], [1.5728, -1.0215, 2.7875], [1.2502, -3.5371, 2.7765], [0.5373, -5.5972, 1.5502], [-0.2863, -5.3487, -0.7887], [-0.3490, -3.1070, -1.8246], [-2.4476, 1.9639, -2.0662], [-1.0974, 1.6154, -2.8073], [-0.7495, 2.5647, -3.8564], [-0.0328, 1.4013, -1.7064], [-1.2823, 0.1368, -3.4566], [-2.0457, -1.0467, -2.6453], [-3.5862, -0.6967, -2.8765], [-1.6962, -2.3582, -3.2115], [-1.7989, -0.8067, -1.1527], [-2.5139, 1.5767, -1.1851], [-3.9399, -1.3570, -3.4711], [1.1780, 4.6482, -2.6340], [1.6742, 3.3431, -2.3734], [1.9272, 2.6093, -3.4653], [2.0777, 3.0569, -4.5841], [2.1385, 1.2128, -3.1561], [2.1752, 0.2696, -4.1802], [3.9897, 0.1389, -4.9507], [4.8126, 1.8508, -4.4400], [4.5346, -0.7847, -3.2848], [4.0987, -0.5506, -2.0372], [2.5331, 0.5047, -1.4107], [3.5035, 1.9440, -0.4723], [4.6295, -1.2656, -0.8667], [4.1059, -1.1423, 0.2287], [5.6895, -2.0227, -1.1103], [6.2682, -2.7478, -0.0300], [5.6882, -1.6721, -3.6187], [6.7723, -1.1853, -3.8113], [5.4720, -2.9693, -3.8202], [4.1569, -3.4930, -3.7250], [1.5852, -1.0459, -4.0812], [1.3711, -1.5782, -2.9908], [1.4187, -1.7707, -5.1874], [1.2612, -1.1039, -6.4298], [1.1228, 5.1561, -1.6744], [0.1884, 4.5554, -3.0856], [1.8434, 5.1689, -3.3251], [4.4572, 2.6429, -5.0956], [5.8913, 1.7404, -4.5467], [4.5718, 2.0996, -3.4070], [4.3705, 2.2629, -1.0576], [3.8263, 1.5684, 0.5022], [2.8237, 2.7833, -0.3377], [7.2814, -2.9920, -0.3413], [5.7008, -3.6621, 0.1553], [6.2725, -2.1396, 0.8747], [4.2642, -4.5753, -3.7739], [3.5385, -3.1499, -4.5618], [3.6738, -3.2131, -2.7859], [0.4477, -1.6135, -6.9466], [2.1822, -1.1796, -7.0232], [0.9992, -0.0522, -6.2796]], "forces_ev_per_a": [[1.692, 0.392, 2.350], [0.155, 0.134, 0.168], [-0.265, 0.013, -0.183], [0.076, -0.092, 0.026], [0.033, -0.133, 0.001], [-0.100, 0.029, -0.056], [0.146, -0.047, 0.071], [0.138, 0.271, -0.081], [-0.609, -0.890, 0.039], [0.008, 0.374, 0.291], [0.644, 0.676, 0.605], [-0.897, -0.803, -2.445], [-0.019, 0.715, 0.122], [-0.133, -0.848, -0.384], [0.015, 0.573, -0.147], [-0.147, 0.111, -0.363], [0.146, -0.085, 0.368], [-0.091, -0.285, -0.164], [0.467, -1.489, 0.914], [-0.018, 0.000, -0.087], [0.065, 0.037, 0.095], [0.065, 0.155, 0.001], [-0.082, 0.067, -0.019], [-0.103, -0.029, -0.004], [-0.146, 0.146, -0.040], [0.073, -0.041, 0.067], [0.048, -0.085, 0.042], [-0.043, -0.088, -0.155], [0.067, 0.046, -0.058], [-0.188, 0.123, -0.484], [0.064, 0.384, 0.576], [-0.082, 0.216, -0.313], [-0.327, 0.705, -0.996], [-0.099, -0.293, 0.335], [-1.032, -0.398, -0.322], [0.233, 0.122, 0.289], [0.205, -0.034, -0.231], [0.603, 0.380, 0.073], [0.171, -0.078, 0.338], [-0.325, -0.249, -0.285], [-0.126, 0.591, -0.262], [0.221, -0.679, -0.390], [1.588, 2.277, -0.976], [-0.371, -0.189, 0.577], [-0.565, -2.844, -0.094], [0.513, 2.157, -0.178], [-0.214, 0.680, -1.173], [0.012, -0.016, 0.049], [-0.300, 0.472, 0.956], [-0.396, -0.465, -0.699], [-0.189, 0.019, 0.351], [-0.417, -0.130, 0.131], [-0.072, -0.134, 1.027], [0.250, -0.144, -0.397], [-0.121, 0.169, -0.281], [0.079, -0.147, 0.414], [0.601, 0.181, -0.094], [-0.177, -0.087, 0.032], [0.390, 0.044, -0.110], [-0.543, -0.151, 0.049], [0.492, -1.385, 1.403], [-0.657, 0.101, -0.305], [-0.076, 0.181, 1.023], [-0.063, 0.434, -0.906], [0.043, -0.060, -0.021], [0.079, 0.040, 0.036], [-0.054, 0.034, 0.113], [-0.080, -0.119, -0.020], [-0.031, -0.153, 0.021], [0.094, 0.036, -0.071], [-0.180, -0.174, -0.033], [-0.088, -0.040, -0.224], [0.026, -0.089, 0.025], [-0.094, 0.027, 0.006], [0.009, 0.083, -0.036], [0.034, -0.042, -0.076], [-0.033, 0.109, -0.013], [0.072, -0.075, 0.113], [0.037, -0.076, -0.072], [0.092, 0.051, 0.045], [-0.222, 0.006, 0.197], [0.026, -0.193, -0.093]], "mulliken_charge": [-0.954, -0.697, 0.498, -0.688, -0.324, -0.801, -0.650, 0.862, 0.236, -0.574, -1.210, 0.725, -0.657, 1.103, -1.240, -0.293, -1.288, -0.132, 0.868, 0.543, 0.454, 0.393, 0.427, 0.403, 0.452, 0.484, 0.450, 0.513, 0.512, -0.581, 0.966, -0.771, 0.765, -0.197, 1.361, -0.551, -0.835, -0.849, 0.462, 0.351, -0.819, -0.219, 0.122, -0.579, 0.440, -0.816, 0.023, -0.954, 0.278, 0.245, 2.379, -1.299, -0.470, -0.568, -0.137, -0.839, 0.299, -0.591, -0.341, -0.239, 0.499, -0.284, -0.387, -0.844, 0.108, 0.353, 0.364, 0.412, 0.452, 0.099, 0.613, 0.444, 0.088, 0.284, 0.312, 0.301, 0.429, 0.176, 0.050, 0.366, 0.330, 0.382], "gap_ev": [6.0, 6.0], "fmax_ev_per_a": 2.94, "e_lumo_ev": [-2.44, -2.46], "total_energy_ha": -7755.18502}